Record 1
Entry from the Open Molecules 2025 dataset: C10H24AgClN2O4 as an isolated structure at a distorted geometry (the ωB97M-V functional and the def2-TZVPD basis).

DFT total energy = -1412.987032 hartree
Lowest unoccupied orbital energy = -1.525 eV
HOMO = -8.8 eV
Energy above the lowest of the compared OMol25 structures with the same formula, charge and spin = 55.1 kcal/mol
Maximum force = 4.31 eV/A

```
! wB97M-V def2-TZVPD RIJCOSX def2/J DEFGRID3
* xyz 0 1
Ag -8.25548 -16.78881 -4.87480
Cl -6.39164 -16.26876 -3.05437
C -7.04338 -11.82170 -2.71838
O -7.12346 -11.77554 -4.14529
C -7.39393 -13.03869 -4.78669
C -8.80774 -13.56527 -4.40468
O -9.29244 -14.53476 -5.35151
C -10.07751 -14.07276 -6.33465
H -6.17665 -12.33465 -2.30154
H -8.00256 -12.18500 -2.34950
H -6.95797 -10.79759 -2.35507
H -6.70936 -13.87297 -4.63359
H -7.40199 -12.74077 -5.83516
H -9.58322 -12.81642 -4.24352
H -8.79377 -13.98343 -3.39817
H -10.52244 -14.94459 -6.81429
H -9.53058 -13.49527 -7.07996
H -10.95129 -13.45831 -6.11768
C -3.19569 -18.01190 -2.03327
C -3.25615 -17.34784 -0.68345
O -2.60250 -17.88114 0.29072
N -3.90979 -16.12381 -0.62242
C -3.93439 -15.17108 0.50025
H -2.86026 -17.21731 -2.69976
H -4.07178 -18.51161 -2.44664
H -2.31995 -18.66063 -2.01512
H -4.45158 -15.99227 -1.46459
H -3.23551 -15.46897 1.28187
H -4.89392 -15.24264 1.01237
H -3.67741 -14.12960 0.30690
C -9.41235 -16.80314 -1.06597
C -10.81563 -16.88868 -1.59013
O -11.20088 -17.99014 -1.92487
N -11.65391 -15.83623 -1.66876
C -11.52192 -14.47637 -1.13930
H -9.54905 -16.38407 -0.06907
H -8.72323 -16.19065 -1.64740
H -9.12478 -17.85229 -0.99757
H -12.46841 -16.04060 -2.22993
H -10.89635 -13.89359 -1.81541
H -11.00047 -14.47696 -0.18212
H -12.40983 -13.85021 -1.05183
*
```

=====

Record 2
Entry from the Open Molecules 2025 dataset: C10H24BF4HfN4 as an isolated structure at a distorted geometry (the ωB97M-V functional and the def2-TZVPD basis).

DFT total energy = -1086.013373 hartree
Lowest unoccupied orbital energy = -11.241 eV
HOMO = -21.8 eV
Maximum force = 4.80 eV/A

```
! wB97M-V def2-TZVPD RIJCOSX def2/J DEFGRID3
* xyz 3 1
Hf 0.27090 -0.40877 -0.45504
C 2.77678 1.46878 -0.92856
C 3.11412 0.62792 0.33902
N 2.35575 -0.70594 0.29087
C 2.15473 -1.25538 1.65922
C 0.90851 -0.72726 2.42541
N -0.33257 -0.96418 1.62683
C -1.54234 -0.25718 2.06918
C -2.80686 -0.72129 1.32122
C -3.09152 0.02232 0.07036
N -1.89414 -0.09740 -0.93668
C -1.95206 1.13401 -1.88603
C -0.86913 2.17817 -1.60098
N 0.22238 1.78983 -0.63010
C 1.60277 2.46854 -0.89989
H 3.63178 2.05233 -1.16350
H 2.60794 0.68729 -1.67638
H 4.16777 0.36511 0.37013
H 2.77614 1.15399 1.24486
H 2.97234 -1.39984 -0.20142
H 2.12198 -2.34876 1.59465
H 3.07084 -1.11869 2.24205
H 0.79416 -1.31429 3.39390
H 1.03973 0.32179 2.67116
H -0.61176 -1.96782 1.59293
H -1.73668 -0.40963 3.12443
H -1.39933 0.82437 1.85254
H -2.83043 -1.82454 1.08410
H -3.60606 -0.55756 2.01681
H -4.01527 -0.31741 -0.52949
H -3.23209 1.04824 0.22707
H -2.15081 -0.88166 -1.58262
H -1.90013 0.75057 -2.92130
H -2.89331 1.65622 -1.66152
H -0.40964 2.41667 -2.56086
H -1.28858 3.17490 -1.32058
H 0.03047 2.19166 0.35779
H 1.42738 2.95248 -1.85363
H 1.68727 3.31570 -0.25473
F 0.71696 -0.56393 -2.36174
B -0.29726 -3.77532 -1.59741
F -0.93782 -3.43199 -2.76369
F -0.38304 -4.96047 -1.05057
F -0.26984 -2.59160 -0.73781
*
```

=====

Record 3
Entry from the Open Molecules 2025 dataset: C10H24Br2ClF3N4O4SSn as an isolated structure at a distorted geometry (the ωB97M-V functional and the def2-TZVPD basis).

DFT total energy = -7435.720738 hartree
Lowest unoccupied orbital energy = 0.326 eV
HOMO = -8.3 eV
Energy above the lowest of the compared OMol25 structures with the same formula, charge and spin = 60.9 kcal/mol
Maximum force = 2.91 eV/A

```
! wB97M-V def2-TZVPD RIJCOSX def2/J DEFGRID3
* xyz 0 1
Sn 3.22013 -14.93966 -2.82222
N -0.07805 -14.81752 -2.20470
C 0.14712 -15.03441 -0.81072
C 1.27278 -15.96950 -0.47412
N 2.64243 -15.44125 -0.58681
C 2.97734 -14.43547 0.38381
C 2.90638 -12.96036 -0.10816
N 3.72314 -12.81633 -1.29190
H -0.75321 -14.01691 -2.28972
H -0.12489 -16.46601 -3.26145
H -0.75027 -15.38868 -0.30086
H 0.23054 -14.06949 -0.38453
H 1.16199 -16.84317 -1.08130
H 1.13501 -16.34465 0.56306
H 3.26226 -16.20160 -0.45068
H 3.98074 -14.70438 0.65724
H 2.29859 -14.58596 1.21661
H 3.17310 -12.34174 0.76883
H 1.91130 -12.77758 -0.37583
H 4.67979 -12.50772 -0.99755
H 3.28369 -12.08621 -1.84149
Br -4.44859 -17.00231 -2.73484
C -3.60898 -15.91348 -3.97142
Br -3.34615 -14.12505 -3.51614
H -4.11452 -15.91727 -4.94316
H -2.64004 -16.34754 -4.01410
C 8.56715 -14.92904 -0.07307
N 7.60482 -13.95917 0.51899
C 7.19064 -14.33681 1.84407
C 7.22112 -12.74773 -0.04902
C 7.89812 -12.24608 -1.30150
O 6.25368 -12.12669 0.37955
H 7.94173 -15.79956 -0.18454
H 9.43269 -15.13380 0.51101
H 8.81252 -14.58944 -1.08499
H 7.95618 -14.14129 2.59429
H 6.89159 -15.36260 1.98569
H 6.35392 -13.76097 2.20233
H 8.99004 -12.00156 -1.12902
H 7.50048 -11.28119 -1.61384
H 7.97525 -12.95137 -2.13676
F 3.46911 -16.22774 -5.76984
C 3.49449 -17.47810 -5.28252
F 4.65903 -17.59754 -4.63379
F 3.48798 -18.32296 -6.29614
S 2.01362 -17.84473 -4.22000
O -0.68500 -15.96941 -2.70240
O 2.57264 -17.13668 -2.95472
O 0.98712 -16.99715 -4.80440
Cl 5.53398 -15.40388 -2.24342
*
```